3 unconnected molecules or ions with the total composition C2H8N2O. Source: OMol25; level of theory: wB97M-V/def2-TZVPD.

Bonds (Å) are listed after each position.
Atoms and positions in Å:
1 O 0.06 0.33 0.33  N2 1.340, N3 1.340
2 N 1.09 -0.52 0.48  O1 1.340, C5 1.457
3 N -1.09 -0.29 0.63  O1 1.340, C4 1.457
4 C -2.17 0.56 0.15  N3 1.457, H8 1.090, H10 1.094, H11 1.095
5 C 2.24 0.11 -0.16  N2 1.457, H6 1.095, H7 1.094, H13 1.090
6 H 2.73 0.79 0.54  C5 1.095
7 H 1.99 0.65 -1.08  C5 1.094
8 H -3.04 -0.08 0.03  C4 1.090
9 H 0.25 -1.66 -0.36  no bonds
10 H -1.95 1.06 -0.80  C4 1.094
11 H -2.41 1.32 0.91  C4 1.095
12 H -0.63 -1.57 -0.30  no bonds
13 H 2.94 -0.70 -0.39  C5 1.090

Results
- E_HOMO: -8.9 eV
- HOMO-LUMO gap: 0.3288 Eh
- Relative energy (zero: lowest compared OMol25 entry of this formula, charge and spin): 177.8 kcal per mole
- Electronic energy: -7224.616 eV
- LUMO level: 0.0 eV